[1]
Entry from the OMol25 dataset: a molecular structure, C28H51N6O5PReS3Si3 (wB97M-V/def2-TZVPD).

The geometry in XYZ format:
```
98
Properties=species:S:1:pos:R:3:forces:R:3
Re -0.783 0.401 -1.590 1.6 -0.3 0.1
C -0.686 4.598 -3.153 0.1 -0.1 -0.1
C -0.838 3.308 -2.414 0.0 0.3 0.1
N -0.435 2.167 -2.851 -0.3 -0.2 0.3
N 0.140 2.113 -4.080 0.2 -0.2 -0.1
C 1.277 1.508 -4.209 -0.3 0.0 -0.3
N 1.746 1.384 -5.483 0.2 0.0 0.2
S 2.439 0.910 -3.022 0.1 0.1 0.1
C -1.352 3.283 -1.042 0.1 0.5 -0.2
C -1.767 4.448 -0.395 0.1 -0.3 -0.2
C -2.148 4.397 0.931 0.0 0.0 -0.1
C -2.103 3.175 1.577 0.1 -0.3 -0.1
C -1.676 2.060 0.873 -0.2 -0.1 0.6
N -1.301 2.089 -0.402 0.0 0.1 -0.2
H -0.407 4.397 -4.184 0.0 0.0 0.0
H -1.616 5.165 -3.133 0.0 0.0 0.0
H 0.092 5.213 -2.696 0.0 0.0 0.0
H 1.050 1.443 -6.208 0.0 0.0 0.0
H 2.477 0.712 -5.636 0.0 -0.1 -0.1
H -1.776 5.380 -0.935 0.0 0.0 0.0
H -2.473 5.289 1.445 0.0 0.0 0.0
H -2.385 3.068 2.613 0.0 0.0 0.1
H -1.628 1.092 1.341 0.1 0.1 0.1
C -0.316 -2.854 2.389 0.2 0.2 -0.2
Si 0.271 -1.639 1.047 0.2 0.1 0.3
C 1.970 -2.258 0.485 -0.4 0.1 0.1
C 0.591 -0.012 1.999 0.0 -0.4 -0.3
C -0.999 -1.465 -0.380 -0.1 0.1 -0.2
Si -0.780 -3.052 -1.482 0.1 -0.2 0.0
C -2.252 -3.250 -2.671 0.3 0.0 0.2
C -0.764 -4.648 -0.436 -0.1 0.3 -0.1
C 0.847 -3.244 -2.457 -0.3 0.1 0.2
Si -2.762 -1.489 0.253 -0.1 -0.1 0.1
C -3.169 -0.630 1.925 0.1 -0.2 -0.3
C -3.722 -3.117 0.462 0.2 0.3 -0.1
C -3.716 -0.457 -1.053 0.0 -0.3 0.3
C -5.102 -0.451 -1.170 0.1 -0.1 0.2
C -5.733 0.370 -2.084 0.0 0.0 -0.1
C -4.947 1.181 -2.882 0.1 0.0 0.0
C -3.574 1.120 -2.740 -0.1 0.2 -0.4
N -2.965 0.326 -1.859 0.1 0.0 0.1
H 0.341 -2.757 3.255 0.1 0.0 0.0
H -0.267 -3.888 2.060 0.0 -0.1 0.0
H -1.325 -2.665 2.740 -0.3 0.1 0.1
H 2.737 -1.733 1.046 0.0 0.2 0.1
H 2.177 -2.079 -0.560 0.0 0.1 -0.2
H 2.090 -3.322 0.683 -0.1 -0.1 0.0
H 1.559 -0.089 2.500 0.0 -0.2 0.0
H -0.145 0.213 2.765 -0.3 0.0 0.1
H 0.679 0.843 1.334 0.0 0.2 0.0
H -3.111 -3.711 -2.190 0.0 0.0 0.0
H -1.958 -3.915 -3.484 0.1 0.0 -0.1
H -2.600 -2.325 -3.115 0.0 0.3 -0.2
H -1.489 -4.706 0.372 -0.1 0.0 0.0
H 0.225 -4.812 -0.012 0.1 0.0 0.1
H -0.955 -5.483 -1.110 0.0 -0.1 -0.1
H 1.385 -2.325 -2.660 0.0 0.1 0.0
H 0.604 -3.677 -3.426 0.0 0.0 -0.1
H 1.514 -3.935 -1.941 0.0 0.0 0.1
H -2.316 -0.518 2.588 0.2 0.0 0.1
H -3.890 -1.253 2.454 -0.1 -0.1 0.0
H -3.632 0.344 1.793 0.0 0.1 0.0
H -3.366 -3.646 1.345 0.1 0.0 0.1
H -3.685 -3.801 -0.379 0.0 0.0 0.0
H -4.766 -2.867 0.653 -0.1 0.0 0.0
H -5.686 -1.095 -0.527 0.0 0.0 0.0
H -6.810 0.374 -2.177 0.0 0.0 0.0
H -5.379 1.838 -3.622 0.0 0.0 0.0
H -2.926 1.704 -3.375 0.0 0.0 -0.1
O -0.162 -1.282 -5.337 -0.4 0.5 0.5
N -0.775 -0.703 -4.450 -0.2 -0.4 -0.6
O -1.851 -0.141 -4.589 0.2 -0.1 0.0
O -0.212 -0.718 -3.266 0.1 0.1 0.6
C 2.523 2.627 3.908 0.2 -0.2 0.0
C 3.260 3.212 2.717 0.3 0.0 0.0
C 2.341 3.528 1.552 0.1 -0.2 -0.1
O 4.367 2.387 2.290 -0.1 0.9 0.4
P 4.192 0.854 1.816 -0.7 -0.1 -1.3
S 5.678 0.406 0.628 0.3 -0.1 -0.1
S 1.485 0.830 -1.178 -1.0 -0.1 0.0
O 4.239 0.093 3.230 0.1 -0.7 0.7
C 5.119 -1.005 3.559 0.2 0.2 0.2
C 5.159 -1.048 5.075 0.0 0.0 -0.2
C 4.638 -2.312 2.955 0.1 0.2 0.0
H 1.782 3.335 4.264 -0.2 0.2 0.1
H 3.215 2.401 4.719 0.0 0.0 0.0
H 2.013 1.703 3.636 0.0 0.0 0.0
H 3.752 4.141 3.027 0.0 -0.1 0.0
H 1.823 2.631 1.211 0.0 -0.1 0.0
H 2.909 3.927 0.716 0.1 0.0 -0.1
H 1.598 4.259 1.854 -0.2 0.2 0.1
H 6.115 -0.762 3.164 -0.2 0.0 0.0
H 4.170 -1.263 5.472 -0.1 0.0 0.1
H 5.493 -0.096 5.481 0.0 0.1 0.0
H 5.840 -1.826 5.407 0.1 -0.1 0.1
H 3.625 -2.524 3.284 -0.2 -0.1 0.1
H 5.281 -3.125 3.279 0.1 -0.1 0.1
H 4.658 -2.275 1.869 0.0 0.0 -0.1
```
Forces are in eV/Å.

HOMO-LUMO gap (alpha / beta), eV: 2.9 / 2.6
<S²>: 0.99
2S+1: 2
HOMO (alpha / beta), eV: -5.582 / -5.297
Energy relative to the best compared isomer or geometry (same formula, charge and spin), kcal per mole: 40.0
Lowest unoccupied orbital energy (alpha / beta), eV: -2.724 / -2.671
Total energy, a.u.: -4284.9252

[2]
Entry from the OMol25 dataset: 2 unconnected molecules or ions with the total composition C3H10NO2S (wB97M-V/def2-TZVPD).

The geometry in XYZ format:
```
17
Properties=species:S:1:pos:R:3:forces:R:3
O -0.466 -1.220 1.550 0.0 0.2 0.5
C -0.784 -0.975 0.421 1.1 0.2 1.2
C -0.348 0.342 -0.192 2.8 -2.2 -2.8
C -1.324 1.414 -0.029 -1.7 2.3 0.4
S -2.680 0.789 -1.067 -0.3 0.0 -1.0
N 1.015 0.717 0.384 0.0 -2.6 0.1
H -1.250 -1.705 -0.185 -0.9 -0.7 -0.9
H -0.056 0.025 -1.307 -1.0 1.2 2.0
H -1.030 2.450 -0.367 0.0 -1.2 0.1
H -1.697 1.563 1.009 0.5 -0.5 -0.5
H -3.758 0.826 -0.292 0.0 0.2 0.6
H 1.240 1.558 -0.017 0.5 3.3 -0.5
H 1.857 0.159 0.113 -1.0 -0.8 0.1
H 0.948 0.716 1.386 0.1 0.3 0.9
H 2.952 -2.389 0.282 -0.5 0.8 -0.6
H 2.786 -2.432 -1.229 -0.3 1.0 0.8
O 2.595 -1.838 -0.458 0.6 -1.5 0.0
```
Forces are in eV/Å.

HOMO-LUMO gap, eV: 10.0
HOMO, eV: -13.353
Net charge: +1
Energy relative to the best compared isomer or geometry (same formula, charge and spin), kcal per mole: 24.6
Lowest unoccupied orbital energy, eV: -3.364
Total energy, a.u.: -723.4414

[3]
Entry from the OMol25 dataset: 2 unconnected molecules or ions with the total composition C3H12N2OS (wB97M-V/def2-TZVPD).

The geometry in XYZ format:
```
19
Properties=species:S:1:pos:R:3:forces:R:3
N -0.314 0.074 1.950 -0.9 -0.4 -1.4
C -0.315 0.724 0.662 0.6 0.4 1.2
C -1.454 1.757 0.642 0.1 0.9 -0.4
S -0.880 3.391 1.275 -0.4 -0.5 -1.0
C -0.335 -0.420 -0.388 0.0 -0.2 -2.9
N 0.446 -1.585 -0.001 -0.5 0.3 0.7
H 0.425 -0.576 2.210 0.2 0.2 0.1
H -1.251 -0.313 2.087 0.2 0.0 0.8
H 0.628 1.263 0.498 0.1 -0.2 0.2
H -2.372 1.451 1.158 0.3 -0.2 -0.2
H -1.698 2.031 -0.390 -0.1 -0.4 0.1
H -0.467 3.020 2.464 0.2 -0.4 0.8
H -1.332 -0.745 -0.697 -0.4 0.0 1.1
H -0.042 0.003 -1.399 0.3 0.2 1.2
H 1.435 -1.436 0.144 0.1 0.2 -0.4
H 0.317 -2.322 -0.680 0.2 -0.1 0.1
H 3.083 -2.223 -3.576 0.0 -0.1 -0.4
H 1.614 -2.012 -3.134 -0.2 0.0 -0.5
O 2.512 -2.080 -2.825 0.1 0.1 1.0
```
Forces are in eV/Å.

HOMO-LUMO gap (alpha / beta), eV: 11.0 / 4.8
<S²>: 0.76
2S+1: 2
HOMO (alpha / beta), eV: -13.942 / -13.335
Net charge: +1
Energy relative to the best compared isomer or geometry (same formula, charge and spin), kcal per mole: 9.3
Lowest unoccupied orbital energy (alpha / beta), eV: -2.964 / -8.524
Total energy, a.u.: -704.0909

[4]
Entry from the OMol25 dataset: 2 unconnected molecules or ions with the total composition C3H6N4 (wB97M-V/def2-TZVPD).

The geometry in XYZ format:
```
13
Properties=species:S:1:pos:R:3:forces:R:3
C -2.856 1.481 0.039 0.6 0.3 1.0
C 1.827 0.332 0.454 0.2 -1.0 3.4
C 1.827 1.055 -0.612 -0.7 -1.0 -2.5
N -2.352 1.747 1.018 0.6 0.3 1.3
N 1.144 -0.898 0.544 -2.9 -1.0 -0.9
N -0.093 -0.901 0.116 4.1 1.1 1.1
N -0.664 -2.076 0.180 1.0 -2.2 0.2
H -3.280 1.303 -0.859 -1.1 -0.6 -2.3
H 2.419 0.543 1.404 -1.0 -0.1 -1.3
H 1.420 0.517 -1.484 -0.1 0.9 0.2
H 2.274 1.986 -0.712 0.9 1.4 -0.2
H -1.543 -2.108 -0.259 -1.0 0.0 -0.5
H -0.124 -2.982 0.170 -0.4 1.6 0.2
```
Forces are in eV/Å.

HOMO-LUMO gap, eV: 9.6
HOMO, eV: -8.739
Energy relative to the best compared isomer or geometry (same formula, charge and spin), kcal per mole: 91.6
Lowest unoccupied orbital energy, eV: 0.864
Total energy, a.u.: -336.8033

Repeat the second record exactly.
Entry from the OMol25 dataset: 2 unconnected molecules or ions with the total composition C3H10NO2S (wB97M-V/def2-TZVPD).

The geometry in XYZ format:
```
17
Properties=species:S:1:pos:R:3:forces:R:3
O -0.466 -1.220 1.550 0.0 0.2 0.5
C -0.784 -0.975 0.421 1.1 0.2 1.2
C -0.348 0.342 -0.192 2.8 -2.2 -2.8
C -1.324 1.414 -0.029 -1.7 2.3 0.4
S -2.680 0.789 -1.067 -0.3 0.0 -1.0
N 1.015 0.717 0.384 0.0 -2.6 0.1
H -1.250 -1.705 -0.185 -0.9 -0.7 -0.9
H -0.056 0.025 -1.307 -1.0 1.2 2.0
H -1.030 2.450 -0.367 0.0 -1.2 0.1
H -1.697 1.563 1.009 0.5 -0.5 -0.5
H -3.758 0.826 -0.292 0.0 0.2 0.6
H 1.240 1.558 -0.017 0.5 3.3 -0.5
H 1.857 0.159 0.113 -1.0 -0.8 0.1
H 0.948 0.716 1.386 0.1 0.3 0.9
H 2.952 -2.389 0.282 -0.5 0.8 -0.6
H 2.786 -2.432 -1.229 -0.3 1.0 0.8
O 2.595 -1.838 -0.458 0.6 -1.5 0.0
```
Forces are in eV/Å.

HOMO-LUMO gap, eV: 10.0
HOMO, eV: -13.353
Net charge: +1
Energy relative to the best compared isomer or geometry (same formula, charge and spin), kcal per mole: 24.6
Lowest unoccupied orbital energy, eV: -3.364
Total energy, a.u.: -723.4414

> Which of these has the highest energy relative to the best compared isomer or geometry (same formula, charge and spin)?

C3H6N4

> total energy of number 3 (C3H12N2OS)?

-704.0909 a.u.

> Which value of energy relative to the best compared isomer or geometry (same formula, charge and spin) does entry 2 give?

24.6 kcal per mole